ORCA calculation (ωB97M-V/def2-TZVPD) on a single C2H4O2 molecule at a distorted geometry.

XYZ file:
```
8
Properties=species:S:1:pos:R:3:forces:R:3:lowdin_spin:R:1
C -0.20952 0.28978 0.58131 1.8 2.6 -0.8 -0.01
C 0.21179 -0.59087 -0.64918 -2.8 1.8 -0.7 0.00
O 0.30389 1.72387 0.78727 12.5 1.0 1.8 1.11
O -1.06563 1.33916 0.50966 -13.4 -4.2 -2.6 0.90
H -0.07883 -0.20092 1.54731 -0.6 -0.3 -0.2 0.00
H -0.66292 -1.26691 -0.91223 0.9 0.9 0.4 0.00
H 0.94355 -1.18471 -0.24316 2.0 -1.6 0.5 0.00
H 0.55768 -0.10941 -1.62098 -0.5 -0.1 1.6 0.00
```
Positions in Å, forces in eV/Å.

Properties
- 2S+1 = 3
- total charge = 0
- gap between HOMO and LUMO (alpha / beta) (eV) = 7.099 / 9.920
- expectation value of S² = 2.016
- LUMO level (alpha / beta) (Ha) = 0.03752 / -0.04353
- highest occupied orbital energy (alpha / beta) (eV) = -6.08 / -11.10
- relative energy (zero: lowest compared OMol25 entry of this formula, charge and spin) (kJ/mol) = 305.8
- total energy (Eh) = -228.7858